The following is a DFT calculation (ωB97M-V with the def2-TZVPD basis set) of C22H45N2O2OsP3S as an isolated structure in a non-equilibrium geometry.

```
76
Properties=species:S:1:pos:R:3:forces:R:3:lowdin_charge:R:1
P -1.8641 -0.1003 2.7490 -2.05 -0.09 3.26 0.96
C -1.2240 -1.2080 4.0545 1.11 -0.32 -0.96 -0.22
H -1.9110 -1.2171 4.9098 -0.03 0.18 -0.23 0.09
H -0.2119 -0.9026 4.3491 -0.39 -0.06 0.16 0.03
H -1.1589 -2.2118 3.6135 -0.07 0.08 0.31 0.06
C -2.0226 1.5233 3.5788 0.87 0.55 -1.21 -0.20
H -2.6924 2.1809 3.0061 0.10 -0.17 0.26 0.07
H -1.0203 1.9748 3.5773 -0.30 0.14 0.33 0.05
H -2.3884 1.4059 4.6076 0.06 -0.25 -0.22 0.10
C -3.6010 -0.6655 2.6489 0.23 -0.37 -1.35 -0.19
H -4.1544 -0.3973 3.5589 0.35 0.15 -0.05 0.10
H -3.6216 -1.7536 2.5116 -0.04 0.21 0.04 0.07
H -4.0774 -0.2052 1.7757 -0.25 -0.16 0.34 0.05
P -0.9189 -1.7402 -2.9192 0.06 -0.71 -0.87 0.79
C 0.0533 -3.1917 -2.4144 0.12 -0.18 0.16 -0.21
H -0.0250 -3.9798 -3.1715 -0.02 0.10 0.06 0.08
H -0.2916 -3.6024 -1.4581 -0.06 0.08 -0.23 0.05
H 1.1112 -2.9253 -2.3160 -0.17 -0.01 -0.08 0.05
C -2.5815 -2.3524 -3.2447 -0.32 -0.07 0.03 -0.21
H -3.2318 -1.5840 -3.6838 0.23 -0.20 0.00 0.06
H -3.0519 -2.7061 -2.3186 0.13 0.00 -0.17 0.06
H -2.4925 -3.1942 -3.9410 -0.19 0.11 0.05 0.08
C -0.2013 -1.2294 -4.5029 0.06 0.02 -0.23 -0.20
H -0.5850 -1.8935 -5.2858 0.14 0.14 0.00 0.08
H 0.8917 -1.3192 -4.4705 -0.24 -0.01 0.00 0.07
H -0.4522 -0.1930 -4.7639 -0.04 -0.27 0.04 0.05
P 2.3884 1.9083 -0.2441 2.14 2.16 0.24 0.92
C 4.0281 1.2132 0.1302 -0.48 -1.03 0.18 -0.22
H 4.7962 1.9383 -0.1522 -0.13 -0.03 0.06 0.08
H 4.1509 0.2948 -0.4557 0.24 0.16 0.04 0.06
H 4.0838 0.9544 1.1907 0.13 0.14 -0.21 0.02
C 2.8127 2.9289 -1.7095 -1.03 -0.62 -0.63 -0.19
H 3.8296 3.3258 -1.5987 -0.25 -0.08 0.15 0.09
H 2.0930 3.7418 -1.8583 0.24 -0.08 0.05 0.06
H 2.7786 2.2766 -2.5934 0.20 0.28 0.05 0.07
C 2.0601 3.1491 1.0563 -0.81 -0.65 0.17 -0.21
H 2.6778 4.0397 0.8795 -0.10 -0.20 -0.02 0.09
H 2.2620 2.7134 2.0432 0.02 0.24 -0.23 0.04
H 0.9909 3.4033 1.0042 0.36 0.29 0.14 0.04
Os -0.9818 0.3689 -1.2137 3.34 -2.50 3.24 1.16
C -1.2356 -1.1852 -0.0793 0.07 -2.61 0.97 -0.37
O -1.3497 -2.1824 0.5303 0.31 2.64 -1.28 0.05
C 0.8730 -0.1005 -1.6479 3.31 -1.55 -0.89 -0.37
O 1.9387 -0.5013 -1.9566 -3.44 1.32 1.00 0.06
C -1.1210 2.0166 -2.6057 0.38 0.87 -1.01 -0.16
C -0.7991 2.5499 -1.3551 0.95 1.52 -0.59 -0.18
C -1.5862 2.2610 -0.2426 0.64 0.23 1.39 -0.14
C -2.6939 1.4268 -0.3719 -1.56 -0.17 0.65 -0.18
C -3.0222 0.8733 -1.6132 -1.46 -0.02 -0.59 -0.16
C -2.2483 1.2009 -2.7418 -1.56 0.01 -2.02 -0.18
H -0.4502 2.1664 -3.4453 -0.22 0.15 0.02 0.15
H 0.1179 3.1238 -1.2464 -0.40 0.04 -0.03 0.09
H -1.2603 2.5553 0.7507 -0.18 0.28 -0.19 0.11
H -3.2471 1.1106 0.5080 0.02 0.29 -0.26 0.10
H -3.8335 0.1572 -1.6851 -0.03 0.21 -0.10 0.15
H -2.4789 0.7595 -3.7064 -0.08 0.19 0.12 0.14
C 5.7117 -2.3154 4.6387 0.03 0.03 -0.16 -0.05
C 4.2680 -2.5494 4.2067 0.48 -0.66 0.35 -0.19
N 3.8898 -1.5801 3.1351 -2.34 1.26 0.05 0.05
C 2.6539 -1.6403 2.5483 1.76 -2.44 0.48 -0.70
S 1.7008 -0.2634 2.2299 -0.11 0.03 0.05 0.91
N 2.2134 -2.8832 2.1885 -0.27 2.12 -0.99 0.05
C 3.1480 -3.8326 1.5138 0.10 -0.41 0.21 -0.20
C 2.7614 -5.2556 1.8600 -0.01 -0.43 0.02 -0.06
H 6.4093 -2.4241 3.7966 -0.20 -0.01 0.25 0.10
H 5.9779 -3.0525 5.4063 -0.08 0.22 -0.19 0.11
H 5.8306 -1.3160 5.0723 0.03 -0.17 -0.02 0.09
H 4.1392 -3.5655 3.8220 0.02 0.28 0.13 0.11
H 3.5891 -2.4257 5.0698 0.11 0.08 -0.43 0.14
H 4.1355 -0.6197 3.3834 0.31 -0.28 -0.13 0.14
H 1.2833 -2.8659 1.7515 0.37 -0.19 0.48 0.13
H 3.0646 -3.6844 0.4259 0.08 0.16 0.33 0.13
H 4.1634 -3.5923 1.8327 -0.23 -0.01 -0.18 0.11
H 1.9061 -5.5669 1.2522 0.11 -0.09 0.16 0.09
H 3.6054 -5.9178 1.6300 -0.30 0.07 0.04 0.11
H 2.4929 -5.3787 2.9192 0.22 0.08 -0.29 0.10
```
Forces are in eV/Å.

Multiplicity: 5
Total charge: +4
Energy relative to the best compared isomer or geometry (same formula, charge and spin) in eV: 0.328
Gap between HOMO and LUMO (spin up / spin down) in eV: 5.699 / 5.104
LUMO (spin up / spin down) in Ha: -0.4044 / -0.5552